Entry 1:
Density functional theory data (the ωB97M-V functional and the def2-TZVPD basis) for a molecular structure, C34H37FeN5 in a non-equilibrium geometry.

The geometry in XYZ format:
```
77
Properties=species:S:1:pos:R:3:forces:R:3:lowdin_charge:R:1
Fe 0.00000 0.00000 0.00000 -3.44 -1.57 0.59 0.65
N 0.24010 -2.17530 -1.25090 -0.24 0.84 -0.23 -0.08
N -1.62980 -1.97380 6.09860 -0.45 0.53 -1.40 0.10
N -0.20970 -1.06210 -3.04840 0.17 -0.83 0.01 -0.02
N -1.87740 -0.39090 1.44230 -0.96 -2.01 2.45 0.02
N 0.31860 -2.90310 2.38280 -0.10 -0.86 -0.05 0.07
C -1.66860 0.71860 -3.90610 0.48 0.13 -0.36 -0.19
C 0.57230 0.36680 -4.87980 -0.57 0.26 0.07 -0.20
C -0.09240 0.96960 3.08350 0.23 0.55 0.25 -0.02
C 1.80520 1.02460 -0.19330 0.31 0.98 0.40 -0.29
C -1.42890 -3.47270 0.81140 -0.16 -0.27 0.37 -0.05
C 0.55350 -2.01470 0.17310 0.60 -2.55 1.02 -0.18
C -2.57180 -1.05100 3.81530 4.90 -2.36 -0.60 -0.28
C -0.03850 -2.41260 -3.41540 0.06 0.06 0.33 -0.05
C -0.86150 2.17990 -5.71260 0.10 -0.49 0.39 -0.27
C 1.64670 0.59560 1.17180 0.32 1.19 0.46 -0.28
C -1.57430 -4.23130 3.09820 0.24 0.00 -0.08 -0.10
C -1.09780 3.33140 -6.66350 -0.09 0.13 -0.17 -0.06
C -0.44610 0.01550 -3.96690 0.00 0.22 -0.19 -0.14
C 0.33990 1.45240 -5.74140 -0.24 -0.05 0.16 -0.01
C -2.73520 0.36010 -2.90220 -0.10 -0.09 0.16 -0.03
C 1.88730 -0.37780 -4.92290 0.16 -0.14 -0.01 -0.04
C 0.25120 -3.11690 -2.27480 -0.22 0.58 -0.27 -0.03
C 0.42910 1.15060 1.68650 1.14 1.68 0.04 -0.26
C 2.59320 -0.26740 1.95690 0.06 -0.04 0.13 -0.05
C -1.38770 2.82150 0.77540 -0.08 0.11 0.14 -0.04
C -0.15610 1.97160 0.63720 0.76 0.44 0.80 -0.27
C -2.11370 -4.17490 1.80370 0.40 0.24 -0.11 -0.08
C -0.04290 -0.92870 -1.69300 -0.37 -1.55 -2.96 -0.11
C -0.35760 -3.57330 3.32530 0.02 -0.55 -0.30 -0.18
C 0.50350 2.65320 -1.80220 0.03 0.10 -0.06 -0.03
C 2.96460 0.70550 -1.09360 0.11 -0.01 -0.02 -0.04
C -2.00970 -1.57280 5.06590 -0.21 -0.09 -0.03 -0.20
C -0.20560 -2.83760 1.13350 0.53 -0.23 -0.62 -0.30
C -1.84900 1.79590 -4.78900 0.26 -0.14 -0.05 -0.01
C -3.74370 -0.42570 3.74680 -4.60 2.34 0.06 -0.16
C -1.75250 -1.05590 2.66010 -6.47 3.81 -1.60 -0.16
C -4.07090 0.16810 2.52460 1.74 -0.14 -0.82 -0.09
C 0.68330 1.88690 -0.52340 0.90 0.75 0.65 -0.30
C -3.14810 0.17720 1.39020 -2.50 0.06 2.29 -0.19
H 2.66840 0.24400 -5.38970 -0.31 -0.20 0.18 0.08
H 3.82220 1.37890 -0.90110 -0.26 -0.26 -0.12 0.08
H 1.80690 -1.30980 -5.51240 0.01 0.37 0.23 0.08
H -2.07910 -4.76840 3.90730 0.21 0.30 -0.30 0.10
H 0.10250 -3.59190 4.32370 -0.26 0.04 -0.44 0.10
H 3.12750 0.34340 2.70920 -0.17 -0.26 -0.24 0.08
H -1.70550 3.00720 -7.52960 0.25 0.12 0.35 0.08
H -1.86520 2.99580 -0.20290 0.11 -0.02 0.30 0.07
H 1.00750 3.63810 -1.74370 -0.21 -0.34 -0.09 0.08
H 0.44440 -4.17680 -2.11990 -0.09 0.46 -0.05 0.12
H -2.81830 -0.73080 -2.76580 0.03 0.41 -0.06 0.09
H 0.92440 2.11220 -2.66420 -0.13 0.18 0.24 0.06
H -0.15530 -2.73560 -4.44790 0.09 0.08 0.40 0.12
H 1.12900 1.74480 -6.44430 -0.28 -0.09 0.25 0.11
H -2.48800 0.77850 -1.91110 -0.09 -0.15 -0.31 0.07
H -4.34870 -0.36750 4.65730 -0.23 0.19 -0.61 0.10
H 3.35350 -0.72690 1.30400 -0.25 0.13 0.21 0.07
H -1.18800 1.08580 3.12060 0.65 0.16 0.10 0.08
H 0.15140 -0.03630 3.46230 0.09 0.66 -0.01 0.08
H -0.93140 -1.40890 2.92750 6.96 -2.92 0.88 -0.02
H -3.71470 0.75730 -3.21380 0.37 -0.13 0.11 0.08
H -0.56140 2.83440 -2.01840 0.32 -0.03 0.04 0.07
H -0.14780 3.73150 -7.05520 -0.36 -0.16 0.17 0.07
H -1.13140 3.80830 1.20620 -0.10 -0.29 -0.19 0.08
H 0.34970 1.71370 3.77480 -0.04 -0.25 -0.26 0.09
H 2.68360 0.82160 -2.15270 0.10 -0.04 0.30 0.05
H -5.01570 0.68350 2.51790 -0.19 0.24 -0.62 0.07
H -2.79290 2.35280 -4.74870 0.35 -0.19 -0.01 0.12
H 2.05570 -1.07940 2.47740 0.25 0.29 -0.18 0.06
H 1.63730 -2.08740 0.34380 -0.37 -0.06 -0.10 0.10
H -1.83480 -3.39370 -0.20180 0.13 0.00 0.38 0.10
H 2.22060 -0.66550 -3.91240 -0.13 0.13 -0.36 0.07
H -3.06330 -4.67040 1.57280 0.34 0.21 0.10 0.10
H -2.13510 2.35020 1.43430 0.33 0.22 -0.25 0.05
H 3.31740 -0.33020 -0.95080 -0.11 0.31 -0.07 0.07
H -3.45140 0.74510 0.53970 0.04 0.15 -0.65 0.05
H -1.64440 4.15350 -6.17050 0.23 -0.32 -0.17 0.08
```
Forces are in eV/Å.

Values from the calculation:
HOMO-LUMO gap (alpha / beta)   3.35 / 6.82 eV
Net charge   -1
E_HOMO (alpha / beta)   -0.038 / -0.166 Ha
2S+1   6
Total energy   -77692.409 eV
LUMO energy (alpha / beta)   2.30 / 2.30 eV
<S²>   8.804
Maximum force   0.149 Eh/bohr
Energy above the lowest of the compared OMol25 structures with the same formula, charge and spin   101.04 kJ/mol



Entry 2:
Density functional theory data (the ωB97M-V functional and the def2-TZVPD basis) for a molecular structure, C34H37IrN2O8Te.

The geometry in XYZ format:
```
83
Properties=species:S:1:pos:R:3:forces:R:3:lowdin_charge:R:1
Ir 0.38474 0.39902 -0.07115 -0.38 0.20 0.28 1.55
Te -1.04769 -3.22375 1.67977 0.11 -0.02 0.28 1.46
O 1.68812 3.97380 1.65551 0.08 0.03 0.03 0.05
O -1.13119 3.80227 -1.71400 0.02 -0.04 0.05 0.05
O -3.19884 -0.96567 -0.21257 -0.05 -0.02 0.03 0.04
O 3.39246 -2.24372 0.74024 0.03 -0.03 0.03 0.05
O 1.28853 1.88878 1.04461 0.11 0.29 0.29 -0.21
O -2.00320 1.40754 1.67727 0.07 -0.11 -0.06 -0.08
O 1.66050 -0.87172 0.81902 0.02 -0.14 -0.16 -0.24
O -0.79518 1.71544 -1.09490 0.01 0.35 0.18 -0.21
N -0.92830 -0.76907 -0.24475 0.06 -0.35 -0.04 -0.17
N 1.82999 1.26408 -1.29007 0.17 -0.10 -0.35 -0.10
C -0.57761 3.27638 1.76800 0.10 0.02 0.06 -0.10
C -0.06512 -4.46823 4.66231 0.02 -0.03 0.01 -0.07
C 0.35757 -1.39061 3.65646 -0.02 0.04 -0.01 -0.16
C -1.17942 -1.05582 -4.49615 0.02 0.02 -0.06 -0.09
C -2.16191 -0.83205 -0.83798 -0.04 0.34 -0.04 -0.57
C -3.32015 0.02031 -4.31853 0.02 0.00 0.00 -0.08
C -1.24923 2.17194 2.61806 -0.03 -0.03 0.01 -0.25
C -1.98907 -4.63601 2.98109 -0.04 -0.11 -0.04 -0.41
C 2.81454 0.28224 -1.77126 -0.02 0.06 0.02 -0.22
C 2.82976 -1.23443 0.36328 -0.12 0.11 0.07 -0.62
C -1.12444 -1.17469 -3.11580 0.18 -0.05 0.02 -0.04
C -2.70882 2.49303 1.08885 0.02 0.01 -0.02 -0.25
C -1.56655 3.39152 0.57052 0.01 -0.29 -0.11 -0.10
C -3.97769 -4.86706 1.36020 -0.02 -0.03 0.03 -0.09
C -3.38100 3.15937 2.30429 0.00 0.05 0.02 -0.09
C -3.27482 -0.12085 -2.94109 -0.02 -0.03 -0.01 -0.02
C -1.88024 -0.52712 5.01750 0.00 0.06 -0.05 -0.07
C -2.27166 -0.44857 -5.10021 0.00 0.00 0.03 -0.10
C -2.03630 -5.92342 5.02557 0.00 0.01 -0.01 -0.03
C -0.62056 -0.16243 5.46751 -0.02 0.03 -0.01 -0.10
C -3.22626 -5.20170 2.62712 0.04 0.05 0.00 -0.32
C -2.05253 -1.31129 3.87631 -0.01 0.05 -0.01 -0.30
C 3.57699 -0.29080 -0.58765 0.02 -0.03 0.01 -0.10
C -3.83106 -6.11689 3.48507 -0.02 0.02 -0.01 -0.04
C 0.90366 3.05956 1.46465 -0.23 -0.03 -0.13 -0.57
C -2.17062 -0.70745 -2.33410 -0.10 -0.10 0.00 -0.16
C -3.44059 -1.59833 3.37619 -0.01 -0.08 0.05 -0.06
C -1.38619 -5.01342 4.19520 -0.04 0.00 -0.04 -0.29
C -3.25753 -6.48632 4.69049 -0.01 -0.02 0.01 -0.28
C -2.36950 2.82610 3.43367 0.00 0.04 0.00 -0.10
C -3.94340 -7.46739 5.60380 -0.01 0.00 0.00 -0.06
C -1.10628 2.96347 -0.82682 0.10 -0.03 -0.16 -0.55
C 0.50436 -0.56973 4.76591 0.04 -0.02 -0.03 -0.10
C -0.90653 -1.78557 3.22874 0.00 0.07 -0.08 -0.47
H -4.35576 2.71178 2.49393 -0.01 0.00 0.01 0.11
H -4.95988 -4.45662 1.60622 0.00 -0.01 0.00 0.08
H 3.51463 0.75794 -2.46410 0.00 0.00 0.00 0.12
H -3.77685 -2.59174 3.69111 0.02 0.03 -0.04 0.08
H -0.52118 0.46226 6.34762 0.00 -0.01 0.00 0.10
H 2.27222 -0.49283 -2.31273 0.01 -0.02 -0.02 0.11
H -0.56281 1.52168 3.15596 -0.06 -0.01 0.03 0.15
H 1.30284 1.72262 -2.03233 -0.01 -0.07 -0.04 0.11
H 0.38041 -5.14009 5.39732 0.00 0.00 -0.01 0.07
H -4.08868 0.22439 -2.31709 0.01 0.00 0.01 0.12
H -3.33117 -7.68304 6.47949 0.00 0.00 0.00 0.07
H 3.93913 0.54282 0.02446 0.02 -0.02 0.01 0.13
H 2.28560 1.98464 -0.72581 -0.06 0.00 0.02 0.11
H -0.61154 4.21977 2.31112 0.10 -0.01 0.00 0.14
H -0.36488 -1.43288 -5.10245 0.00 0.00 0.00 0.10
H -2.03462 3.70040 3.99289 -0.01 0.00 -0.01 0.11
H -2.30476 -0.33862 -6.17695 -0.01 -0.01 0.00 0.09
H -3.52000 4.23155 2.15439 0.00 -0.02 0.01 0.11
H -3.46408 -4.13608 0.74337 0.01 0.04 -0.01 0.01
H -3.38756 2.12410 0.32238 0.03 -0.03 0.01 0.16
H -0.18911 -3.48906 5.12874 0.00 -0.04 0.01 0.07
H -4.14106 -5.76918 0.76621 0.01 0.01 -0.01 0.08
H -1.87729 4.42500 0.44029 -0.06 0.00 0.03 0.15
H -1.56316 -6.20423 5.96176 0.00 0.01 -0.01 0.11
H 1.22942 -1.73567 3.11797 0.03 -0.01 -0.02 0.09
H -4.14422 -8.41030 5.09128 0.00 0.00 0.00 0.08
H -2.78531 2.10141 4.13100 -0.01 -0.02 0.04 0.10
H -3.46670 -1.55664 2.28628 -0.01 0.01 -0.02 0.05
H -2.76064 -0.17420 5.54433 0.00 0.00 0.00 0.11
H -4.90153 -7.07557 5.95216 0.00 0.00 0.00 0.08
H -4.78767 -6.54492 3.19689 0.00 0.00 0.00 0.12
H 1.49435 -0.26638 5.08372 -0.01 0.00 0.00 0.10
H -0.26928 -1.63716 -2.63425 -0.07 0.02 -0.04 0.10
H 4.44728 -0.84217 -0.93736 0.00 0.01 -0.03 0.11
H -4.14346 -0.86124 3.76760 0.01 0.00 0.03 0.08
H -4.17255 0.49901 -4.78401 0.00 0.00 0.00 0.10
H 0.62973 -4.33524 3.83234 0.00 -0.02 0.00 0.05
```
Forces are in eV/Å.

Values from the calculation:
HOMO-LUMO gap (alpha / beta)   7.27 / 6.19 eV
Net charge   -1
E_HOMO (alpha / beta)   -0.180 / -0.181 Ha
2S+1   2
Total energy   -65353.708 eV
LUMO energy (alpha / beta)   2.36 / 1.28 eV
<S²>   0.758
Maximum force   0.010 Eh/bohr
Energy above the lowest of the compared OMol25 structures with the same formula, charge and spin   82.91 kJ/mol